[1]
96
Properties=species:S:1:pos:R:3:mulliken_charge:R:1 method="wB97M-V/def2-TZVPD" total_charge=-2 homo_lumo_gap_ev="5.363 / 5.103" de_lowest_kcal_mol=15.3 homo_ha="-0.0331 / -0.0257" multiplicity=3
Ni 0.653 0.867 0.919 1.037
C -1.912 -2.265 -0.847 -1.028
C -0.508 -2.734 -0.502 0.566
C -0.207 -2.549 0.978 -0.410
O 0.486 -2.090 -1.309 -0.401
P 0.453 -0.630 -1.907 0.506
O -0.278 0.432 -1.184 -0.147
C 2.191 -0.357 -2.290 -0.700
P 2.973 -0.374 -0.600 0.880
O 2.166 -0.702 0.601 -1.146
O 3.539 -1.930 -1.054 -0.332
C 4.382 -2.730 -0.281 0.822
C 4.707 -3.966 -1.132 -1.545
C 3.744 -3.139 1.044 -1.257
O 4.500 0.109 -0.483 -0.327
C 5.091 1.396 -0.403 1.681
C 5.301 1.934 -1.812 -1.308
C 6.426 1.210 0.317 -1.809
O -0.249 -0.993 -3.340 -0.404
C -0.933 -0.139 -4.238 0.722
C -0.019 0.944 -4.806 -1.252
C -2.199 0.449 -3.621 -1.074
H -2.647 -2.848 -0.297 0.707
H -2.089 -2.378 -1.914 0.244
H -2.009 -1.220 -0.569 -0.176
H -0.402 -3.800 -0.773 0.210
H -0.119 -1.477 1.203 -0.479
H 0.741 -3.013 1.231 -0.109
H -1.005 -2.975 1.582 0.573
H 2.330 0.591 -2.803 0.327
H 2.557 -1.192 -2.874 0.817
H 5.317 -2.188 -0.065 0.031
H 3.779 -4.484 -1.369 0.272
H 5.373 -4.644 -0.602 0.394
H 5.177 -3.658 -2.063 0.373
H 2.858 -3.736 0.837 0.174
H 3.429 -2.243 1.571 0.202
H 4.446 -3.709 1.653 0.483
H 4.459 2.083 0.169 -0.254
H 5.789 1.176 -2.424 0.317
H 5.907 2.835 -1.770 0.411
H 4.339 2.201 -2.247 0.182
H 7.071 0.545 -0.258 0.318
H 6.261 0.768 1.296 0.404
H 6.917 2.171 0.440 0.438
H -1.219 -0.819 -5.058 0.304
H 0.342 1.590 -4.010 0.238
H -0.563 1.551 -5.528 0.495
H 0.836 0.485 -5.301 0.280
H -1.936 1.039 -2.749 0.074
H -2.866 -0.349 -3.301 0.264
H -2.711 1.075 -4.350 0.465
O 0.983 2.836 -2.305 -0.823
As 1.998 3.072 -0.754 0.520
O 3.067 4.154 -1.297 -0.973
O 2.311 1.445 -0.537 0.389
C 0.502 3.734 0.296 0.117
C -0.524 4.451 -0.298 -0.743
C -1.619 4.839 0.458 -0.644
C -1.689 4.506 1.805 -0.566
C -0.648 3.819 2.405 -0.550
C 0.439 3.426 1.638 0.090
S 1.946 2.777 2.368 1.478
O 2.978 3.125 1.384 -0.795
O 2.132 3.535 3.596 -0.816
O 1.770 1.356 2.644 -0.734
H 0.374 2.155 -1.997 0.148
H -0.437 4.701 -1.348 0.555
H -2.420 5.401 -0.003 0.369
H -2.551 4.795 2.390 0.397
H -0.660 3.562 3.453 0.467
C -1.193 0.725 1.474 -0.879
C -2.330 0.263 1.620 0.650
C -3.539 -0.376 1.901 -0.226
C -4.471 -0.565 0.827 0.277
C -4.441 0.302 -0.285 -0.515
C -5.256 0.101 -1.374 -0.436
C -6.130 -0.980 -1.415 -0.570
C -6.159 -1.860 -0.342 -0.774
C -5.357 -1.656 0.759 -0.360
C -3.699 -0.882 3.237 0.714
C -4.938 -1.205 3.822 -0.460
C -5.016 -1.667 5.120 -0.668
C -3.873 -1.822 5.891 -0.440
C -2.644 -1.456 5.351 -0.789
C -2.558 -0.993 4.061 -0.704
H -3.744 1.126 -0.266 0.459
H -5.217 0.794 -2.204 0.405
H -6.756 -1.148 -2.283 0.355
H -6.811 -2.726 -0.376 0.340
H -5.360 -2.385 1.558 0.553
H -5.856 -1.060 3.268 0.536
H -5.984 -1.901 5.550 0.353
H -3.939 -2.206 6.902 0.349
H -1.744 -1.530 5.948 0.401
H -1.602 -0.702 3.649 0.493

***

[2]
11
Properties=species:S:1:pos:R:3:mulliken_charge:R:1 method="wB97M-V/def2-TZVPD" homo_lumo_gap_ev="10.308 / 9.135" homo_ha="-0.3497 / -0.4287" multiplicity=3
C 2.423 -0.333 0.860 -0.305
C 1.186 -0.905 0.087 1.042
C -1.356 -1.132 0.058 0.790
N -0.086 -0.572 0.483 -0.381
F 3.354 -0.347 -0.011 -0.108
F 1.292 -2.273 0.007 -0.284
F 1.382 -0.588 -1.256 -0.293
F -1.433 -2.348 0.712 -0.274
F -2.370 -0.409 0.536 -0.246
F -1.575 -1.323 -1.185 -0.203
H 0.018 -0.275 1.525 0.262

***

[3]
95
Properties=species:S:1:pos:R:3:mulliken_charge:R:1 method="wB97M-V/def2-TZVPD" total_charge=+3 homo_lumo_gap_ev=7.228 homo_ha=-0.6177 multiplicity=1
Ta -0.104 1.228 -0.095 2.490
C -1.448 -2.046 -4.684 -1.623
C -1.480 -1.734 -3.188 -0.023
C -2.922 -1.515 -2.695 -1.412
C -3.335 -2.299 -1.440 1.521
C -3.269 -3.806 -1.626 -1.665
C -4.705 -1.846 -0.960 -1.742
N -2.296 -1.887 -0.384 0.928
C -2.518 -2.257 1.047 -1.295
C -1.245 -2.136 1.877 -0.901
N -0.699 -0.775 2.086 1.907
C -1.717 0.074 2.690 -1.145
C -2.582 0.691 1.622 0.060
O -3.674 1.123 1.698 -0.493
O -1.876 0.749 0.397 -1.166
C 0.562 -0.791 2.887 0.588
C 0.361 -1.126 4.367 -1.720
C 1.557 -1.780 2.307 -2.885
C 2.104 -1.787 0.848 1.544
C 3.515 -1.192 0.848 -2.079
C 2.230 -3.282 0.510 -2.029
N 1.323 -0.965 -0.269 1.063
C 1.202 -1.777 -1.524 -1.155
C 0.820 -0.991 -2.758 -2.208
N -0.593 -0.590 -2.783 1.429
C -0.756 0.543 -3.698 -0.542
C -0.307 1.834 -3.056 -0.334
O 0.301 2.740 -3.479 -0.448
O -0.817 1.829 -1.707 -0.314
H -1.953 -2.995 -4.864 0.494
H -0.435 -2.144 -5.075 0.314
H -1.974 -1.288 -5.265 0.417
H -1.058 -2.606 -2.682 0.043
H -3.635 -1.782 -3.476 0.760
H -3.080 -0.448 -2.498 0.280
H -3.924 -4.087 -2.451 0.459
H -3.626 -4.341 -0.746 0.518
H -2.266 -4.164 -1.865 0.313
H -5.427 -2.024 -1.756 0.501
H -4.723 -0.777 -0.728 0.315
H -5.043 -2.405 -0.087 0.408
H -1.388 -2.249 -0.677 -0.321
H -2.217 -0.870 -0.444 -0.314
H -2.839 -3.296 1.071 0.721
H -3.346 -1.656 1.419 0.486
H -0.485 -2.758 1.407 0.281
H -1.476 -2.597 2.844 0.388
H -1.238 0.908 3.215 0.583
H -2.372 -0.422 3.412 0.549
H 0.961 0.223 2.824 0.079
H 0.108 -2.176 4.520 0.406
H -0.412 -0.517 4.837 0.383
H 1.286 -0.937 4.912 0.495
H 1.171 -2.776 2.524 0.574
H 2.441 -1.711 2.944 0.642
H 4.182 -1.816 1.442 0.586
H 3.532 -0.193 1.282 0.478
H 3.933 -1.151 -0.163 0.341
H 2.741 -3.751 1.351 0.480
H 2.831 -3.496 -0.369 0.477
H 1.264 -3.781 0.413 0.404
H 2.050 -0.316 -0.537 0.175
H 0.517 -2.606 -1.352 0.475
H 2.166 -2.232 -1.742 0.781
H 1.084 -1.586 -3.639 0.582
H 1.439 -0.091 -2.817 0.698
H -1.812 0.669 -3.949 0.591
H -0.199 0.435 -4.631 0.411
N -2.267 3.825 -0.584 -0.109
C -1.560 3.974 0.535 0.860
C -1.845 5.121 1.320 -1.034
C -1.254 5.307 2.523 -0.512
C -0.346 4.335 2.993 -1.088
C -0.060 3.277 2.207 -0.372
N -0.617 3.053 0.941 0.276
H -2.926 4.545 -0.831 0.308
H -2.126 3.080 -1.237 -0.009
H -2.565 5.830 0.935 0.475
H -1.490 6.181 3.116 0.482
H 0.130 4.428 3.958 0.531
H 0.640 2.541 2.551 0.484
O 1.712 1.712 -1.065 -0.730
C 2.332 1.872 0.060 0.271
O 1.574 1.478 1.060 0.626
C 3.639 2.400 0.206 0.544
C 4.367 2.761 -0.941 -0.460
C 5.640 3.271 -0.791 -0.910
C 6.174 3.424 0.486 -0.412
C 5.452 3.074 1.628 -1.092
C 4.182 2.559 1.494 -0.193
H 3.925 2.652 -1.922 0.536
H 6.218 3.559 -1.658 0.476
H 7.173 3.828 0.597 0.450
H 5.887 3.213 2.608 0.468
H 3.603 2.283 2.366 0.532

***

[4]
12
Properties=species:S:1:pos:R:3:mulliken_charge:R:1 method="wB97M-V/def2-TZVPD" homo_lumo_gap_ev=8.584 de_lowest_kcal_mol=69.2 homo_ha=-0.3252 multiplicity=1
C -0.210 -0.115 -0.024 0.340
C 0.261 1.242 -0.019 -0.637
C 0.798 2.318 -0.026 0.410
C -1.663 -0.397 -0.013 -0.013
H 2.465 -1.665 0.145 0.241
H 2.260 0.058 0.106 0.169
H 1.250 3.307 -0.018 0.392
H -2.917 -1.779 -0.058 0.337
N 1.900 -0.889 -0.048 -0.384
N 0.605 -1.123 -0.015 -0.135
O -1.920 -1.705 -0.021 -0.396
S -2.828 0.746 -0.008 -0.323